Record 1
{"formula": "CH4InO", "method": "ωB97M-V/def2-TZVPD", "lumo_ha": -0.84075, "multiplicity": 1, "de_lowest_kj_mol": 161.5, "charge": 3, "energy_ev": -8277.589, "gap_ev": 4.51, "elements": ["In", "C", "O", "H", "H", "H", "H"], "coordinates": [[-0.015579, 2.350663, 2.430400], [-0.014779, -0.740737, -0.310790], [-0.254549, 0.661053, -0.018600], [-0.400699, -1.388367, 0.476450], [-0.407259, -0.991037, -1.296400], [1.043651, -0.961597, -0.448780], [0.049211, 1.070023, -0.832280]], "forces_ev_per_a": [[0.13, 0.22, 0.26], [-2.16, 2.35, 4.59], [-0.41, -4.15, -0.14], [-0.11, 0.23, 0.26], [-0.09, 0.10, -2.43], [2.05, -0.42, -1.09], [0.59, 1.66, -1.45]], "lowdin_charge": [1.83, 0.21, 0.14, 0.17, 0.24, 0.24, 0.17]}

Record 2
{"formula": "CH4N2", "method": "ωB97M-V/def2-TZVPD", "lumo_ha": 0.03722, "multiplicity": 1, "de_lowest_kj_mol": 114.4, "smiles": "[H]/N=C\\N", "energy_ev": -4081.697, "gap_ev": 10.39, "elements": ["H", "N", "C", "N", "H", "H", "H"], "coordinates": [[-0.721005, 1.330755, -0.521953], [-0.353690, 0.577788, -1.102797], [0.133142, -0.309572, -0.300721], [0.211525, -0.239850, 1.078902], [0.635871, -1.225461, -0.687788], [0.421279, -1.117925, 1.591885], [-0.139844, 0.504492, 1.589449]], "forces_ev_per_a": [[-0.17, 0.25, -0.18], [0.68, -1.23, 1.06], [0.06, 0.57, -0.40], [1.12, -3.00, -0.79], [-0.59, 0.67, 0.07], [-0.27, 1.32, -0.63], [-0.83, 1.43, 0.87]], "lowdin_charge": [0.02, 0.04, -0.38, 0.06, 0.11, 0.10, 0.05]}

Record 3
{"formula": "CH4N2O", "method": "ωB97M-V/def2-TZVPD", "lumo_ha": -0.16960, "multiplicity": 1, "de_lowest_kj_mol": 793.7, "energy_ev": -6122.281, "gap_ev": 4.92, "elements": ["N", "C", "N", "O", "H", "H", "H", "H"], "coordinates": [[0.914364, 0.661246, 0.048488], [-0.297624, 0.531326, -0.476744], [0.340944, -1.814538, 1.358015], [-0.976798, 1.269154, -1.324887], [-0.708157, -0.447392, -0.200650], [1.222374, -0.337980, 0.378061], [-0.010525, -1.749636, 2.282314], [0.309280, -2.733127, 1.154315]], "forces_ev_per_a": [[-1.68, -2.38, 0.25], [0.81, 5.49, -4.13], [-0.39, 4.68, -1.40], [2.26, -3.57, 3.79], [-0.79, -1.79, 1.44], [-0.07, 1.64, -0.39], [-0.45, 0.31, 1.38], [0.31, -4.38, -0.95]], "lowdin_charge": [0.16, -0.39, 0.14, 0.00, 0.12, 0.05, -0.02, -0.07]}

Record 4
{"formula": "CH4N2O", "method": "ωB97M-V/def2-TZVPD", "lumo_ha": 0.02103, "multiplicity": 1, "de_lowest_kj_mol": 424.0, "smiles": "[H]/N=C\\NO", "energy_ev": -6126.113, "gap_ev": 9.40, "elements": ["H", "N", "C", "N", "O", "H", "H", "H"], "coordinates": [[-1.786488, 0.983441, 0.184610], [-1.844494, -0.088893, 0.038361], [-0.629364, -0.602092, -0.265465], [0.515294, 0.311067, -0.356065], [1.678958, -0.301612, -0.057081], [-0.336457, -1.703315, -0.191173], [0.414550, 1.378556, -0.287197], [1.988004, 0.022848, 0.934010]], "forces_ev_per_a": [[0.14, -2.18, -0.54], [3.50, -0.80, -1.07], [-1.69, 4.26, 2.64], [-3.52, -0.39, -0.70], [3.18, 1.31, 3.70], [-0.66, 1.72, -0.61], [0.27, -2.51, -0.02], [-1.23, -1.41, -3.40]], "lowdin_charge": [0.05, 0.01, -0.22, -0.18, -0.13, 0.13, 0.17, 0.18]}

Record 5
{"formula": "CH4N2O", "method": "ωB97M-V/def2-TZVPD", "lumo_ha": 0.02784, "multiplicity": 1, "de_lowest_kj_mol": 327.0, "smiles": "[H]/N=C\\NO", "energy_ev": -6127.119, "gap_ev": 10.31, "elements": ["H", "N", "C", "N", "O", "H", "H", "H"], "coordinates": [[-0.717575, -1.470872, -0.187358], [-1.399049, -0.663229, -0.077343], [-0.799869, 0.421452, -0.014049], [0.545130, 0.602764, 0.032738], [1.275271, -0.569838, -0.154543], [-1.333797, 1.420218, 0.092032], [1.028617, 1.261674, -0.514044], [1.401271, -1.002169, 0.822564]], "forces_ev_per_a": [[-1.00, 1.32, 0.13], [-0.28, -2.44, -0.05], [-0.85, 2.45, -0.19], [1.31, -0.90, 1.04], [0.79, -2.19, 3.31], [0.43, -1.27, -0.24], [0.00, 1.33, -0.60], [-0.41, 1.69, -3.40]], "lowdin_charge": [0.07, 0.08, -0.37, -0.09, -0.11, 0.13, 0.11, 0.19]}

Record 6
{"formula": "CH4N2O", "method": "ωB97M-V/def2-TZVPD", "lumo_ha": 0.02628, "multiplicity": 1, "de_lowest_kj_mol": 46.2, "smiles": "NC(N)=O", "energy_ev": -6130.028, "gap_ev": 10.56, "elements": ["N", "C", "N", "O", "H", "H", "H", "H"], "coordinates": [[-0.623285, 1.058787, 0.007375], [-0.051905, -0.139048, 0.002464], [1.301429, -0.031560, -0.058424], [-0.774106, -1.159256, -0.006161], [-0.201127, 1.941341, -0.172223], [-1.668689, 1.073004, 0.152855], [1.790978, -0.951484, 0.168218], [1.836107, 0.854877, 0.243003]], "forces_ev_per_a": [[-4.01, 1.82, 0.61], [-1.56, -1.34, -0.26], [3.33, -1.45, 1.04], [2.19, 1.14, 0.25], [0.49, 0.16, -0.03], [2.00, -0.11, -0.45], [-0.82, 2.02, -0.57], [-1.63, -2.24, -0.59]], "lowdin_charge": [0.12, -0.72, 0.10, -0.01, 0.09, 0.14, 0.14, 0.14]}

Record 7
{"formula": "CH4N2O", "method": "ωB97M-V/def2-TZVPD", "lumo_ha": 0.02468, "multiplicity": 1, "de_lowest_kj_mol": 261.5, "smiles": "N=C=O.N", "energy_ev": -6127.797, "gap_ev": 9.87, "elements": ["N", "C", "O", "H", "N", "H", "H", "H"], "coordinates": [[-2.155806, -1.124405, 0.419325], [-0.984477, -0.872095, 0.348261], [0.161682, -0.730192, 0.309156], [-2.930698, -1.298919, 1.001451], [0.286679, 1.702372, -0.306892], [0.099174, 2.555697, 0.430198], [1.390606, 1.666590, -0.177833], [-0.575869, 1.170408, -0.159054]], "forces_ev_per_a": [[1.04, 0.63, -1.39], [-1.58, -1.66, 1.55], [0.78, -0.58, -0.38], [-0.23, 0.04, 0.54], [1.27, 6.10, 2.61], [0.45, -2.31, -2.63], [-3.77, -1.77, -0.24], [2.06, -0.44, -0.06]], "lowdin_charge": [0.21, -0.44, 0.12, 0.07, -0.08, 0.06, 0.08, -0.04]}

Record 8
{"formula": "CH4N2O2", "method": "ωB97M-V/def2-TZVPD", "lumo_ha": [-0.01487, -0.01359], "multiplicity": 1, "de_lowest_kj_mol": 532.5, "energy_ev": -8171.166, "gap_ev": [8.02, 8.09], "elements": ["C", "N", "N", "O", "O", "H", "H", "H", "H"], "coordinates": [[0.290074, 0.434629, -0.447266], [-2.196342, -1.093414, -0.562825], [-0.277628, -0.846951, -0.056788], [-0.496029, -1.133960, 1.279803], [-2.599190, -1.656364, 0.369947], [-0.161811, 1.325426, 0.203174], [1.308390, 0.567661, -0.194815], [0.342970, 0.597809, -1.555417], [-0.987378, -0.400184, 1.634362]], "forces_ev_per_a": [[-1.80, 2.01, 1.59], [1.21, -1.10, 2.54], [-1.67, -1.48, -1.29], [1.47, 0.40, -1.08], [0.56, 1.54, -2.49], [0.28, -1.27, -1.74], [1.43, -0.72, 0.68], [-1.04, -0.30, 1.01], [-0.44, 0.92, 0.78]], "lowdin_charge": [-0.15, 0.12, -0.20, -0.09, 0.01, 0.11, 0.04, 0.09, 0.07]}